Record 1
The following is a DFT calculation (ωB97M-V/def2-TZVPD) of the molecule C13H16N2O3S at a distorted geometry.

## Properties
Lowest unoccupied orbital energy ... 0.0104 Ha
E ... -1238.381672 a.u.
SMILES ... CCn1c(C)c(CS(=O)(=O)c2ccccc2)[nH]c1=O
Charge ... 0
Energy relative to the best compared isomer or geometry (same formula, charge and spin) ... 42.70 kcal per mole
Multiplicity ... 1
HOMO level ... -7.830 eV
Orbital gap ... 8.11 eV

XYZ file:
```
35
Properties=species:S:1:pos:R:3:forces:R:3:nbo_charge:R:1
C -1.368913 -3.820611 -0.602700 -0.1 -0.2 0.5 -0.610
C -2.063249 -3.125703 0.590954 -0.4 0.5 -2.4 -0.208
N -2.016487 -1.670221 0.284437 0.5 0.9 1.9 -0.416
C -1.211625 -0.674182 0.902884 0.1 2.1 -1.1 0.151
C 0.029016 -0.861604 1.739399 -0.9 -0.2 0.1 -0.647
C -1.654352 0.541545 0.405700 1.0 -0.4 1.3 0.083
C -1.138877 1.941704 0.601141 -0.8 -1.6 -0.4 -0.674
S -0.268239 2.521095 -0.879877 -0.6 2.5 -2.6 2.082
O -0.370084 4.002073 -0.957297 0.7 -2.4 1.1 -0.926
O -0.803677 1.881457 -2.109743 1.1 0.0 2.5 -0.924
C 1.482708 2.011293 -0.569883 -0.7 0.5 0.1 -0.284
C 1.892492 0.785636 -1.069065 -0.4 0.8 0.2 -0.201
C 3.206729 0.445630 -0.915709 0.4 -0.4 -0.1 -0.202
C 4.124238 1.271968 -0.313670 0.6 0.2 0.5 -0.184
C 3.717466 2.467300 0.265370 -0.5 0.0 -0.9 -0.206
C 2.378680 2.848135 0.118123 -0.1 -0.1 -0.2 -0.195
N -2.812632 0.351750 -0.324512 1.0 0.1 -0.1 -0.587
C -2.961826 -0.999148 -0.454480 -2.5 -1.4 -1.6 0.750
O -3.856524 -1.515976 -1.120029 0.5 -0.3 0.3 -0.665
H -1.875950 -3.595667 -1.541208 -0.1 0.2 0.2 0.233
H -1.403547 -4.908161 -0.481902 0.2 0.1 0.0 0.209
H -0.335247 -3.463866 -0.688831 -0.1 -0.3 0.1 0.199
H -1.602593 -3.378592 1.524307 0.4 0.3 0.5 0.205
H -3.112861 -3.455589 0.624420 0.3 0.4 0.0 0.228
H 0.605502 0.063891 1.831788 -0.4 0.0 0.0 0.229
H 0.684384 -1.555711 1.244132 0.4 -0.5 -0.1 0.223
H -0.219379 -1.235772 2.744777 0.2 0.1 -0.3 0.222
H -1.963383 2.591575 0.883910 0.1 0.4 -0.5 0.269
H -0.463304 1.923651 1.414468 1.0 0.3 0.7 0.254
H 1.227822 0.152394 -1.610275 -0.5 -0.3 -0.2 0.247
H 3.525158 -0.486780 -1.302982 0.4 -0.8 -0.4 0.216
H 5.175021 0.980175 -0.300087 -0.3 0.1 0.1 0.221
H 4.459771 3.141258 0.669176 -0.2 0.0 0.3 0.226
H 2.072771 3.823188 0.464134 -0.3 0.1 0.0 0.243
H -3.079011 1.001864 -1.066868 0.0 -0.7 0.3 0.438
```
Positions in Å, forces in eV/Å.

=====

Record 2
The following is a DFT calculation (ωB97M-V/def2-TZVPD) of a structure of composition C13H16N4O4S at a distorted geometry.

## Properties
Lowest unoccupied orbital energy ... 0.0114 Ha
E ... -1422.619597 a.u.
Charge ... 0
Energy relative to the best compared isomer or geometry (same formula, charge and spin) ... 381.97 kcal per mole
Multiplicity ... 1
HOMO level ... -8.243 eV
Orbital gap ... 8.55 eV

XYZ file:
```
38
Properties=species:S:1:pos:R:3:forces:R:3:nbo_charge:R:1
C -1.541409 -4.494032 -4.438089 3.0 -2.5 -4.0 -0.652
C -1.506897 -3.609693 -3.342159 -1.2 5.0 2.8 -0.113
H -1.877051 -4.147170 -2.447932 0.4 0.8 -0.1 0.199
H -2.040153 -2.587357 -3.523335 0.1 -2.1 0.3 0.232
O -0.198165 -3.028157 -2.986513 -4.8 -14.4 8.9 -0.488
C 0.334874 -2.135616 -3.442012 7.0 8.4 -5.1 0.849
O -0.191086 -1.600848 -4.362749 0.5 3.7 -3.4 -0.670
C 1.905126 -1.825099 -2.921213 -3.9 -3.3 2.6 -0.465
H 2.628537 -2.489243 -3.320671 0.4 -0.6 -0.6 0.222
H 2.035526 -0.857459 -3.168467 0.9 3.3 -0.3 0.219
S 2.024873 -2.211510 -0.941023 -1.2 1.8 -2.2 0.200
C 0.652094 -1.131301 -0.579901 -3.2 -0.1 -2.4 0.120
N -0.374476 -0.525551 -1.650668 4.1 -2.8 6.8 -0.276
N -1.232081 -0.114722 -0.702794 -3.8 3.7 -9.5 -0.284
C -0.921684 -0.152781 0.441304 -3.4 1.4 9.4 0.302
N 0.031516 -0.963574 0.739585 3.9 0.2 -11.4 -0.383
C 0.654157 -1.387413 1.755718 6.4 -5.3 8.7 -0.433
H 0.240538 -2.310125 2.255870 -0.1 0.7 -0.5 0.205
H 0.877871 -0.731833 2.547104 -0.9 1.5 1.2 0.257
H 1.797022 -1.687340 1.702219 -2.0 0.3 -1.2 0.228
C -1.725074 0.424289 1.620888 -4.0 -2.2 -1.7 -0.255
N -1.462666 1.694358 2.088323 -1.2 5.1 -5.2 -0.609
C -0.378340 1.972503 2.829543 1.0 3.3 0.2 0.657
O 0.046406 1.161400 3.597703 1.2 -0.7 1.0 -0.614
C 0.201550 3.518793 2.739415 -10.5 -6.8 -6.9 0.205
C -0.555973 4.504824 2.038031 3.1 3.5 1.2 -0.333
C 0.008244 5.773343 2.458317 4.2 -13.7 6.0 -0.227
C 1.141430 5.114389 3.538945 -8.5 3.2 -7.4 0.098
O 0.769716 3.910212 3.723693 6.3 0.5 5.0 -0.317
H 1.659677 5.652900 4.103802 4.4 3.7 5.3 0.159
H 0.137501 6.669578 2.273473 0.3 8.5 -2.4 0.174
H -1.274465 4.680956 1.284491 -0.8 -1.5 -0.9 0.243
H -1.721123 2.348000 1.207733 1.2 -1.1 3.2 0.393
H -1.666364 -0.121239 2.497124 0.5 -2.2 1.4 0.224
H -2.897894 0.358885 1.381002 2.6 0.2 0.1 0.217
H -0.786260 -5.460118 -4.142367 -2.3 2.4 -1.1 0.212
H -0.911757 -3.838242 -5.398235 -2.5 -2.4 2.4 0.249
H -2.671944 -4.836754 -4.552961 2.6 0.7 -0.4 0.253
```
Positions in Å, forces in eV/Å.

=====

Record 3
The following is a DFT calculation (ωB97M-V/def2-TZVPD) of the molecule C13H16O2 at a distorted geometry.

## Properties
Lowest unoccupied orbital energy (alpha / beta) ... -0.0064 / -0.0064 Ha
E ... -655.073546 a.u.
SMILES ... C[C@@]1(C2CCCCC2)CC#C[C@]23O[C@]21O3
Charge ... 0
Energy relative to the best compared isomer or geometry (same formula, charge and spin) ... 214.25 kcal per mole
Multiplicity ... 1
HOMO level (alpha / beta) ... -7.886 / -7.885 eV
Orbital gap (alpha / beta) ... 7.71 / 7.71 eV

XYZ file:
```
31
Properties=species:S:1:pos:R:3:forces:R:3:nbo_charge:R:1
C -0.006968 -1.461825 -1.684632 -2.3 -0.2 -0.5 -0.638
C 0.831566 -0.830930 -0.582575 -0.9 0.4 -0.2 -0.059
C 0.103761 0.302328 0.269395 1.0 -0.5 1.2 -0.200
C -0.407491 1.443420 -0.608075 -3.8 -2.0 2.7 -0.392
C -1.026936 2.465351 0.353609 0.3 -1.0 2.0 -0.396
C -2.192720 1.891949 1.150897 3.0 -1.6 0.5 -0.387
C -1.809582 0.639437 1.981770 0.9 0.4 -2.6 -0.381
C -1.030462 -0.320899 1.047475 1.5 -1.1 3.2 -0.394
C 1.197248 -2.134698 0.411368 1.8 -0.4 -2.1 -0.487
C 2.500071 -2.510776 -0.142803 1.6 1.2 0.3 0.153
C 3.406592 -2.016157 -0.820501 -1.9 -1.3 1.0 -0.139
C 3.270579 -0.783539 -1.485772 -1.2 0.2 0.3 0.466
O 2.502190 -0.488862 -2.591327 0.2 0.1 -1.0 -0.441
C 1.870247 -0.121667 -1.335931 1.3 -0.9 0.4 0.388
O 3.065019 0.392753 -0.776258 1.2 1.7 0.4 -0.458
H 0.605917 -1.845412 -2.476238 0.7 -0.3 -0.2 0.243
H -0.676952 -0.717602 -2.260096 0.6 -1.3 1.3 0.228
H -0.515512 -2.377130 -1.254776 -0.2 1.4 -0.8 0.212
H 0.757790 0.687457 1.123505 0.1 -0.2 -1.6 0.216
H -1.293435 1.028568 -1.280282 2.0 1.0 1.0 0.196
H 0.353798 1.900166 -1.077378 2.5 1.3 -2.4 0.219
H -1.310947 3.267368 -0.206797 -1.3 2.3 -1.7 0.206
H -0.362661 2.962212 1.110049 0.3 -0.9 -0.7 0.197
H -2.560735 2.513858 1.884940 -1.2 2.0 1.0 0.205
H -2.903331 1.466376 0.553301 -2.4 -0.2 -2.0 0.187
H -1.149364 0.939616 2.729374 1.1 0.4 1.7 0.186
H -2.752265 0.343256 2.396665 -0.2 -1.0 0.3 0.210
H -0.574600 -1.254634 1.612393 -1.6 1.9 -0.9 0.191
H -1.603921 -0.621386 0.271746 -2.7 -1.7 -2.1 0.190
H 0.596427 -3.023572 0.309533 -1.1 0.3 -0.1 0.240
H 1.116678 -1.735025 1.377421 0.8 0.1 1.5 0.240
```
Positions in Å, forces in eV/Å.

=====

Record 4
The following is a DFT calculation (ωB97M-V/def2-TZVPD) of a cluster of 2 separate species, C13H16Si in total at a distorted geometry.

## Properties
Lowest unoccupied orbital energy ... 0.0071 Ha
E ... -794.273661 a.u.
Charge ... 0
Energy relative to the best compared isomer or geometry (same formula, charge and spin) ... 136.01 kcal per mole
Multiplicity ... 1
HOMO level ... -7.176 eV
Orbital gap ... 7.37 eV

XYZ file:
```
30
Properties=species:S:1:pos:R:3:forces:R:3:nbo_charge:R:1
C -1.579220 3.403248 -1.839802 0.6 0.3 0.1 -0.261
C -1.186887 3.588341 -0.496238 -0.2 0.2 -0.9 -0.204
C -1.961533 2.155862 -2.237775 -0.4 -0.7 -2.8 -0.204
C -1.127337 2.492952 0.324964 -0.3 -1.8 1.1 -0.233
C -1.960948 1.044174 -1.421889 -1.2 -1.2 -0.5 -0.232
C -1.527194 1.134629 -0.095894 0.1 3.1 -1.0 -0.059
C 0.764351 0.243556 -2.074683 -0.1 -1.9 0.8 -0.316
C 2.265952 -0.315348 2.426669 2.6 1.5 0.2 -0.318
C 0.663022 -3.599541 1.904637 -0.7 0.3 -0.5 -0.346
C 0.618824 -0.982359 -1.642083 -0.4 -3.3 1.3 -0.659
C 2.059053 -0.456695 1.115199 -1.6 -1.4 1.4 -0.677
C 0.071629 -3.016354 0.887375 -1.2 0.0 -3.7 -0.660
C -1.514602 0.082065 0.850575 2.5 -1.5 -1.0 -0.600
Si 0.607833 -1.318713 0.239667 -1.9 1.6 0.3 1.462
H -1.464873 4.165501 -2.603486 -0.3 0.3 0.4 0.213
H -0.976853 4.613635 -0.181585 0.2 -0.5 0.2 0.214
H -2.233304 1.914270 -3.340953 0.4 0.9 1.9 0.203
H -0.855492 2.587190 1.409911 -0.2 0.1 -1.2 0.205
H -2.450620 0.162267 -1.966263 1.1 0.7 1.6 0.214
H 0.740394 0.482447 -3.065451 -0.1 1.0 -2.4 0.202
H 0.864483 0.881062 -1.286683 0.6 2.8 1.3 0.196
H 3.181868 0.320489 2.799416 -1.7 -1.4 -0.9 0.190
H 1.781168 -0.791176 3.236921 -1.2 -0.2 0.5 0.189
H 0.360273 -4.497568 2.348434 -0.3 -1.4 0.4 0.198
H 1.454716 -3.083977 2.345615 1.2 0.7 1.0 0.189
H 0.386608 -1.862669 -2.279513 0.3 0.8 0.1 0.213
H 2.875593 -0.143718 0.562457 1.1 1.1 -1.6 0.223
H -0.718973 -3.523751 0.135180 1.5 0.9 2.3 0.231
H -1.306664 0.505562 1.802145 -0.1 -0.5 1.2 0.210
H -2.302974 -0.622286 0.690136 -0.3 -0.6 0.5 0.217
```
Positions in Å, forces in eV/Å.